{"formula": "C24H29F5N6O2P2PdS2", "method": "the ωB97M-V functional and the def2-TZVPD basis", "e_homo_ha": -0.5113, "homo_lumo_gap_ev": 6.8, "charge": 2, "species": ["Pd", "C", "N", "C", "C", "N", "C", "P", "C", "N", "C", "C", "N", "C", "C", "N", "C", "C", "N", "C", "H", "H", "H", "H", "H", "H", "H", "H", "H", "H", "H", "H", "H", "H", "H", "F", "C", "C", "C", "F", "C", "F", "C", "F", "C", "F", "C", "C", "C", "O", "P", "S", "S", "O", "C", "C", "C", "H", "H", "H", "H", "H", "H", "H", "H", "H", "H", "H", "H", "H", "H"], "positions_angstrom": [[0.57, -0.48, 0.53], [0.34, 4.92, 0.74], [-0.01, 3.57, 0.29], [-1.07, 3.26, -0.51], [-1.05, 1.91, -0.68], [0.02, 1.41, 0.00], [0.64, 2.43, 0.60], [2.17, 2.37, 1.60], [3.05, 1.18, 0.55], [2.55, 0.05, 0.08], [3.51, -0.54, -0.70], [4.62, 0.26, -0.68], [4.32, 1.33, 0.10], [5.22, 2.45, 0.39], [1.71, 1.26, 2.97], [1.27, 0.02, 2.89], [1.11, -0.41, 4.17], [1.44, 0.59, 5.04], [1.82, 1.65, 4.27], [2.25, 2.95, 4.78], [-0.37, 5.62, 0.30], [1.35, 5.18, 0.40], [0.29, 4.99, 1.82], [-1.74, 4.02, -0.88], [-1.72, 1.28, -1.24], [3.35, -1.46, -1.22], [5.58, 0.15, -1.16], [6.17, 2.26, -0.10], [5.39, 2.53, 1.47], [4.80, 3.38, 0.02], [0.75, -1.40, 4.40], [1.44, 0.63, 6.11], [2.31, 2.88, 5.87], [1.53, 3.72, 4.52], [3.23, 3.21, 4.39], [-1.50, 0.91, 2.49], [-2.09, -0.08, 1.80], [-1.37, -0.83, 0.88], [-2.10, -1.78, 0.20], [-1.49, -2.57, -0.72], [-3.45, -2.01, 0.40], [-4.08, -2.98, -0.27], [-4.13, -1.25, 1.33], [-5.42, -1.46, 1.56], [-3.44, -0.28, 2.04], [-4.08, 0.47, 2.93], [-1.28, -6.04, 3.47], [-1.16, -4.67, 2.87], [-2.30, -3.74, 3.17], [-1.15, -4.88, 1.37], [0.06, -4.64, 0.45], [1.90, -4.81, 1.30], [1.08, -2.92, 0.52], [-0.21, -5.16, -0.95], [-1.10, -6.30, -1.43], [-0.84, -7.53, -0.59], [-2.52, -5.81, -1.45], [-1.29, -5.95, 4.56], [-0.44, -6.68, 3.20], [-2.21, -6.52, 3.16], [-0.20, -4.21, 3.11], [-3.25, -4.17, 2.87], [-2.16, -2.78, 2.68], [-2.33, -3.57, 4.25], [-0.71, -6.42, -2.44], [-1.20, -7.40, 0.43], [0.22, -7.79, -0.59], [-1.38, -8.37, -1.03], [-2.91, -5.67, -0.44], [-3.14, -6.56, -1.94], [-2.61, -4.88, -2.00]]}